ORCA calculation (ωB97M-V with the def2-TZVPD basis set) on C4H12NO as an isolated structure.

```
18
Properties=species:S:1:pos:R:3:nbo_charge:R:1
C -0.294 0.350 -0.878 -0.104
N 1.232 -0.227 1.181 -0.461
C 0.869 1.034 1.900 -0.278
C -0.676 1.157 1.546 -0.410
C -1.190 1.261 0.041 -0.497
H -0.789 -0.625 -1.055 0.259
H 0.071 0.835 -1.793 0.267
H 0.645 0.022 0.166 0.239
H 2.216 -0.334 1.092 0.398
H 0.983 0.958 3.016 0.298
H 1.436 1.946 1.573 0.220
H -1.143 1.732 2.383 0.269
H -0.830 0.102 1.814 0.220
H -2.273 0.851 0.155 0.303
H -1.351 2.397 -0.168 0.276
H 0.216 -3.448 -2.978 0.454
H 0.175 -4.395 -4.196 0.481
O 0.703 -3.617 -3.802 -0.935
```

ΔE to the lowest compared entry with this formula, charge and spin: 145.26 kcal per mole
Total charge: +1
Orbital gap: 5.9 eV
HOMO: -13.973 eV



ORCA calculation (ωB97M-V with the def2-TZVPD basis set) on a 2-piece molecular cluster, C4H12NO2 overall.

```
19
Properties=species:S:1:pos:R:3:nbo_charge:R:1
C -2.233 -0.651 0.854 -0.404
N -1.484 -0.597 -0.437 -0.459
C -1.773 0.716 -0.947 -0.427
C -0.081 -0.709 -0.161 -0.312
C 1.048 0.434 -0.810 -0.025
O 2.217 0.087 -0.254 -1.004
H -1.924 -1.402 1.483 0.190
H -3.267 -0.899 0.489 0.178
H -2.264 0.324 1.544 0.156
H -1.094 1.074 -1.742 0.215
H -1.488 1.552 -0.155 0.144
H -2.757 1.089 -1.273 0.186
H 0.285 -0.444 0.854 0.192
H 0.363 -1.669 -0.442 0.194
H 0.889 1.520 -0.549 0.106
H 1.291 0.325 -1.881 0.118
H 4.793 0.010 0.885 0.443
H 3.311 -0.321 0.973 0.535
O 4.166 -0.437 1.570 -1.027
```

ΔE to the lowest compared entry with this formula, charge and spin: 65.11 kcal per mole
Total charge: -1
Orbital gap: 6.8 eV
HOMO: -2.935 eV



ORCA calculation (ωB97M-V with the def2-TZVPD basis set) on a 2-piece molecular cluster, C4H12NO2 overall.

```
19
Properties=species:S:1:pos:R:3:nbo_charge:R:1
C -2.002 -1.473 -0.257 -0.613
C -0.693 -1.003 -0.837 -0.215
N -0.478 0.408 -0.526 -0.611
C 0.823 0.902 -0.918 -0.236
C 1.855 0.882 0.206 -0.093
O 1.568 1.894 1.141 -0.830
H -2.943 -1.078 -0.667 0.187
H -2.069 -2.570 -0.366 0.190
H -1.986 -1.378 0.829 0.230
H -0.696 -1.173 -1.929 0.139
H 0.054 -1.676 -0.405 0.200
H -1.187 0.940 -1.008 0.343
H 1.270 0.309 -1.749 0.130
H 0.778 1.921 -1.314 0.182
H 2.913 0.860 -0.036 0.140
H 1.597 -0.063 0.754 0.187
H 1.101 1.395 1.963 0.509
H -0.358 0.502 2.291 0.411
O 0.451 0.403 2.829 -1.250
```

ΔE to the lowest compared entry with this formula, charge and spin: 25.02 kcal per mole
Total charge: -1
Orbital gap: 7.0 eV
HOMO: -3.202 eV



ORCA calculation (ωB97M-V with the def2-TZVPD basis set) on a 2-piece molecular cluster, C4H12NO2 overall.

```
19
Properties=species:S:1:pos:R:3:nbo_charge:R:1
C -0.316 -0.285 -2.216 -0.014
O -0.004 -1.459 -2.774 -0.940
C 0.343 -0.069 -0.817 -0.084
C -0.408 0.933 0.031 -0.408
C 0.430 1.458 1.187 -0.616
N 0.375 -1.421 -0.177 -0.919
H -0.051 0.623 -2.805 0.082
H -1.423 -0.126 -2.022 0.063
H 1.379 0.256 -0.898 0.140
H -0.789 1.766 -0.568 0.190
H -1.255 0.377 0.447 0.187
H 1.336 1.919 0.789 0.186
H 0.764 0.679 1.866 0.221
H -0.084 2.210 1.793 0.183
H 0.334 -1.997 -1.042 0.418
H 1.320 -1.528 0.178 0.336
H -0.342 -1.504 1.751 0.505
H -1.146 -0.573 2.581 0.453
O -0.462 -1.256 2.696 -0.985
```

ΔE to the lowest compared entry with this formula, charge and spin: 8.41 kcal per mole
Total charge: -1
Orbital gap: 6.7 eV
HOMO: -2.838 eV